Molecular formula: C4H5N3
Method: DFT, ωB97M-V/def2-TZVPD

LUMO: 0.353 eV
Calculated total energy: -8696.68444 eV
Charge: 0
Multiplicity: 1
SMILES: CNC(C#N)C#N
HOMO: -10.01 eV
Largest force on an atom: 0.0474 Eh/bohr

```
12
Properties=species:S:1:pos:R:3:nbo_charge:R:1
C 1.248 -0.648 -0.697 -0.432
N 0.466 0.491 -0.225 -0.602
C -0.623 0.333 0.658 -0.138
C -1.180 1.698 0.978 0.270
N -1.495 2.765 1.309 -0.264
C -1.427 -1.032 0.206 0.221
N -1.397 -1.947 -0.509 -0.335
H 2.238 -0.610 -0.243 0.200
H 1.324 -0.619 -1.789 0.211
H 0.803 -1.624 -0.464 0.228
H 0.442 1.294 -0.837 0.400
H -0.400 -0.101 1.612 0.241
```

***

Molecular formula: C4H5N3
Method: DFT, ωB97M-V/def2-TZVPD

LUMO (spin up / spin down): 0.461 / -2.448 eV
Calculated total energy: -8690.77786 eV
Charge: 0
⟨S²⟩: 2.0069
Multiplicity: 3
HOMO (spin up / spin down): -6.47 / -10.32 eV
Largest force on an atom: 0.2090 Eh/bohr

```
12
Properties=species:S:1:pos:R:3:mulliken_spin:R:1
C -1.219 -1.460 -0.098 -0.076
C 1.614 -0.059 -0.587 0.781
C -1.789 0.833 0.104 0.071
C -1.094 -0.218 0.492 0.047
N -1.279 -2.515 -0.549 0.005
N 2.078 0.516 0.608 0.339
N 1.783 1.158 -0.719 0.768
H 1.529 -1.005 -1.076 -0.018
H -1.524 1.777 0.446 0.012
H 3.012 0.285 0.697 0.062
H -2.337 0.866 -0.824 -0.001
H -0.775 -0.179 1.507 0.009
```

***

Molecular formula: C4H5N3O
Method: DFT, ωB97M-V/def2-TZVPD

LUMO: 0.236 eV
Calculated total energy: -10741.83361 eV
Charge: 0
Multiplicity: 1
HOMO: -9.06 eV
Largest force on an atom: 0.1325 Eh/bohr

```
13
Properties=species:S:1:pos:R:3:nbo_charge:R:1
C 0.002 -1.092 -0.042 0.025
C -1.258 -1.253 -0.764 -0.292
C -0.185 0.336 0.462 0.026
C 0.879 1.031 1.354 0.262
H 2.192 -1.121 0.097 0.470
H 0.270 -2.020 0.520 0.225
H -2.000 -1.695 -0.214 0.214
H -1.428 -1.620 -1.802 0.241
H -2.200 0.399 -1.760 0.386
N -1.413 0.110 -1.118 -0.393
N -1.017 0.985 -0.256 -0.122
N 1.777 1.604 1.887 -0.318
O 1.388 -0.871 -0.812 -0.723
```

***

Molecular formula: C4H5N3O
Method: DFT, ωB97M-V/def2-TZVPD

LUMO: -0.256 eV
Calculated total energy: -10743.75147 eV
Charge: 0
Multiplicity: 1
SMILES: [H]/N=C(/C#N)NC(C)=O
HOMO: -10.08 eV
Largest force on an atom: 0.1643 Eh/bohr

```
13
Properties=species:S:1:pos:R:3:nbo_charge:R:1
H -0.307 1.629 0.199 0.322
N -1.291 1.385 -0.157 -0.620
C -1.385 0.065 0.137 0.350
C -2.774 -0.536 -0.197 0.210
N -3.943 -0.841 -0.053 -0.255
N -0.329 -0.767 0.286 -0.657
C 1.121 -0.566 0.050 0.687
C 1.795 0.603 -0.036 -0.746
O 1.631 -1.634 -0.232 -0.551
H -0.505 -1.913 0.381 0.452
H 2.740 0.297 -0.274 0.268
H 1.926 1.296 0.891 0.266
H 1.322 0.981 -0.995 0.275
```

***

Molecular formula: C4H5N3O
Method: DFT, ωB97M-V/def2-TZVPD

LUMO: 0.265 eV
Calculated total energy: -10743.46487 eV
Charge: 0
Multiplicity: 1
SMILES: [H]/N=C(\C#N)N(O)C=C
HOMO: -9.04 eV
Largest force on an atom: 0.0484 Eh/bohr

```
13
Properties=species:S:1:pos:R:3:nbo_charge:R:1
H 0.351 -2.321 -1.295 0.365
N 0.555 -1.409 -1.008 -0.635
C -0.235 -0.981 -0.105 0.317
C -1.129 -1.892 0.581 0.206
N -1.750 -2.689 1.132 -0.263
N -0.262 0.283 0.435 -0.138
O -1.363 0.518 1.247 -0.514
C 0.327 1.453 0.004 -0.051
C 1.295 1.477 -0.924 -0.449
H -1.016 0.224 2.110 0.478
H -0.046 2.384 0.463 0.229
H 1.547 0.523 -1.389 0.243
H 1.725 2.430 -1.250 0.214
```

***

Molecular formula: C4H5N3O
Method: DFT, ωB97M-V/def2-TZVPD

LUMO: -1.172 eV
Calculated total energy: -10740.93778 eV
Charge: 0
Multiplicity: 1
HOMO: -10.66 eV
Largest force on an atom: 0.1186 Eh/bohr

```
13
Properties=species:S:1:pos:R:3:nbo_charge:R:1
C -1.444 0.716 0.286 -0.088
C -0.083 0.012 0.248 0.186
C 1.199 -1.590 -0.017 0.212
C 1.275 0.508 -0.116 0.306
H -2.057 -1.201 -1.093 0.508
H -1.208 1.850 -0.251 0.168
H -1.554 1.084 1.259 0.219
H 1.159 -2.838 -0.010 0.183
H 1.240 2.199 0.148 0.331
N -0.142 -1.254 0.464 -0.403
N 2.176 -0.783 -0.273 -0.410
N 1.927 1.529 -0.168 -0.474
O -2.487 -0.231 -0.477 -0.738
```

***

Molecular formula: C4H5N3O2
Method: DFT, ωB97M-V/def2-TZVPD

LUMO: -0.622 eV
Calculated total energy: -12789.87050 eV
Charge: 0
Multiplicity: 1
SMILES: C/C(=C(\N)C#N)[N+](=O)[O-]
HOMO: -9.88 eV
Largest force on an atom: 0.1091 Eh/bohr

```
14
Properties=species:S:1:pos:R:3:nbo_charge:R:1
C -1.316 1.177 -0.080 -0.635
C 0.048 0.505 0.029 -0.012
C 0.309 -0.805 -0.119 0.160
N -0.717 -1.739 -0.093 -0.765
C 1.713 -1.377 -0.123 0.260
N 2.616 -2.102 -0.130 -0.291
N 1.214 1.332 -0.022 0.542
O 1.027 2.493 0.075 -0.367
O 2.256 0.756 -0.066 -0.371
H -1.771 1.028 -1.093 0.238
H -1.324 2.105 0.262 0.246
H -2.026 0.711 0.682 0.210
H -0.489 -2.636 0.281 0.397
H -1.539 -1.448 0.398 0.386
```

***

Molecular formula: C4H5N3O2
Method: DFT, ωB97M-V/def2-TZVPD

LUMO: -0.923 eV
Calculated total energy: -12793.16271 eV
Charge: 0
Multiplicity: 1
SMILES: CN(C(N)=O)C(=O)C#N
HOMO: -10.69 eV
Largest force on an atom: 0.0824 Eh/bohr

```
14
Properties=species:S:1:pos:R:3:nbo_charge:R:1
C 1.428 1.020 -0.116 -0.410
N 0.246 0.228 -0.422 -0.562
C -0.891 0.480 0.410 0.780
N -2.081 0.238 -0.211 -0.821
O -0.838 1.087 1.466 -0.585
C 0.407 -1.101 -0.663 0.687
O 0.092 -1.737 -1.646 -0.427
C 0.571 -1.877 0.722 0.104
N 0.890 -2.645 1.538 -0.254
H 1.786 0.816 0.897 0.211
H 1.164 2.077 -0.208 0.232
H 2.227 0.782 -0.823 0.215
H -2.889 0.636 0.250 0.418
H -2.113 -0.006 -1.193 0.411
```

***

Molecular formula: C4H5N3O2
Method: DFT, ωB97M-V/def2-TZVPD

LUMO (spin up / spin down): -0.322 / -0.322 eV
Calculated total energy: -12784.88016 eV
Charge: 0
Multiplicity: 1
SMILES: O=NC=C=NO.C1=NC1
HOMO (spin up / spin down): -8.61 / -8.60 eV
Largest force on an atom: 0.0566 Eh/bohr

```
14
Properties=species:S:1:pos:R:3:nbo_charge:R:1
O 2.368 0.138 -2.493 -0.361
N 1.381 -0.473 -2.939 0.075
C 0.915 -1.497 -2.299 -0.231
C 1.571 -1.716 -1.078 0.270
N 2.457 -0.967 -0.712 -0.008
O 2.981 -0.694 0.442 -0.475
H 0.233 -2.186 -2.826 0.223
H 3.960 -0.507 0.462 0.501
C -1.575 0.127 0.470 0.071
N -0.574 -0.524 0.124 -0.323
C -0.301 0.889 0.550 -0.334
H -2.628 0.020 0.594 0.211
H -0.097 1.722 -0.175 0.197
H 0.262 0.993 1.564 0.184
```

***

Molecular formula: C4H5N3O2
Method: DFT, ωB97M-V/def2-TZVPD

LUMO (spin up / spin down): 0.685 / -2.342 eV
Calculated total energy: -12785.05101 eV
Charge: 0
⟨S²⟩: 2.0187
Multiplicity: 3
HOMO (spin up / spin down): -7.45 / -9.17 eV
Largest force on an atom: 0.1321 Eh/bohr

```
14
Properties=species:S:1:pos:R:3:mulliken_spin:R:1
C -0.954 1.200 0.465 0.365
C 0.447 0.923 0.302 0.003
C 0.250 -0.363 -0.653 0.047
C -1.705 -0.712 0.511 0.039
N -1.963 1.809 -0.015 -0.011
N -3.091 1.079 -0.194 0.500
N -2.925 -0.192 -0.161 0.337
O -3.949 -0.950 -0.260 0.679
O -0.688 -1.442 -0.063 0.010
H 1.029 1.641 -0.154 -0.002
H 0.815 0.572 1.240 0.014
H -0.344 -0.173 -1.547 -0.001
H 1.156 -0.850 -0.780 0.000
H -2.040 -1.025 1.418 0.020
```